Computed, not measured: a 2-piece molecular cluster, C3H12N2O3PS overall at a distorted geometry, with ωB97M-V/def2-TZVPD.

Computed properties:
LUMO level = -4.26 eV
ΔE to the lowest compared entry with this formula, charge and spin = 0.5853 eV
HOMO energy = -12.769 eV
orbital gap = 8.51 eV
strongest force on any atom = 0.114 hartree/bohr

ORCA input file:
```
! RIJCOSX wB97M-V def2-TZVPD def2/J DEFGRID3
* xyz 1 1
H 1.00 1.81 1.06
H -1.93 -2.12 1.38
H -2.81 -2.39 -0.11
H -1.53 -3.46 0.73
O -0.86 0.70 -0.54
C -2.24 0.66 -0.93
C -1.90 -2.53 0.42
C 1.52 -0.67 -0.73
H 2.11 -1.09 -2.76
S 2.89 -0.72 0.21
H -2.30 0.84 -1.96
N 2.07 1.83 1.02
H -2.86 1.41 -0.41
P -0.05 -0.52 0.21
O -0.89 -1.80 -0.29
N 1.44 -1.03 -2.04
H 0.59 -1.39 -2.42
H 2.36 2.30 0.19
H -2.66 -0.32 -0.74
O 0.27 -0.35 1.62
H 2.43 0.97 0.78
H 2.35 2.27 1.83
*
```